Density functional theory data (the ωB97M-V functional and the def2-TZVPD basis) for a molecular structure, C18H23CaI2N6O2S2Se2Te2 in a non-equilibrium geometry.

Values from the calculation:
E_HOMO in eV: -3.67
Total charge: -1
E_tot in Ha: -8587.2356

Cartesian coordinates (Å):
Ca 0.6630 0.1250 0.0369
I -4.2889 -2.3830 5.0147
C -3.2139 -1.9587 3.2444
C -2.6132 -2.9949 2.5500
C -1.8803 -2.6806 1.4246
I -0.9633 -4.1888 0.2738
C -1.6985 -1.3636 0.9405
O -0.9891 -1.1104 -0.1088
C -2.3650 -0.3440 1.6764
C -2.2139 1.0743 1.1849
N -0.8028 1.4974 1.2358
C -0.3763 1.6714 2.6290
C 1.1200 1.7161 2.7566
C 1.7421 2.6719 3.5504
C 3.1148 2.6203 3.7027
C 3.8258 1.6400 3.0269
C 3.1290 0.7391 2.2400
N 1.8017 0.7582 2.1195
C -3.1033 -0.6482 2.8064
H -2.7175 -4.0200 2.8756
H -2.8457 1.7547 1.7695
H -2.5351 1.1190 0.1433
H -0.7670 2.4511 0.8260
H -0.7235 0.8064 3.2030
H -0.8153 2.5769 3.0620
H 1.1507 3.4546 4.0047
H 3.6215 3.3556 4.3142
H 4.9040 1.5893 3.0861
H 3.6518 -0.0331 1.6900
H -3.6023 0.1506 3.3416
Se 2.6581 1.4636 -1.2176
Te 2.8069 3.6618 -0.0274
Te 0.7415 5.0782 -0.9460
Se -1.1732 4.5334 0.5874
C 1.1845 -2.9380 -4.5566
C 1.9187 -3.2399 -3.3055
N 2.6969 -4.2427 -3.0838
N 3.1183 -4.0672 -1.7924
C 2.6142 -2.9646 -1.1997
S 2.8915 -2.4035 0.3265
N 1.8367 -2.4286 -2.1931
N 1.0527 -1.3101 -2.0411
H 1.5296 -3.5932 -5.3513
H 1.3396 -1.8979 -4.8451
H 0.1136 -3.0892 -4.4072
H 3.7274 -4.7312 -1.3539
H 1.2664 -0.5607 -2.6991
H 0.0646 -1.5392 -2.1048
C -2.5754 0.2146 -3.2029
S -1.2624 1.0414 -2.2410
C -1.9640 2.7116 -2.3882
O -0.0984 0.9803 -3.1631
H -2.6126 0.7114 -4.1703
H -3.5266 0.2879 -2.6776
H -2.2895 -0.8287 -3.3234
H -3.0504 2.6559 -2.3379
H -1.6271 3.1193 -3.3395
H -1.5912 3.3283 -1.5663


Density functional theory data (the ωB97M-V functional and the def2-TZVPD basis) for 2 unconnected molecules or ions with the total composition C6H16N2O2P in a non-equilibrium geometry.

Values from the calculation:
E_HOMO (alpha / beta) in eV: -2.89 / -2.88
Total charge: -1
E_tot in Ha: -839.5881

Cartesian coordinates (Å):
C 2.9689 2.0197 0.9443
C 1.8937 -0.2667 0.9719
C -2.5855 -1.0385 -1.8873
C -2.7285 -0.9695 0.6446
C 1.6565 1.2378 0.8506
C -1.8642 -0.8887 -0.5808
N 1.5006 1.0983 -1.5721
N 0.9772 1.6073 -0.3589
O -1.1122 2.4270 0.9921
O -1.0904 2.5462 -1.5882
P -0.7177 1.8634 -0.3208
H 2.7602 3.0826 0.8592
H 3.4633 1.8267 1.8946
H 3.6279 1.7270 0.1317
H 0.9471 -0.7889 0.8518
H 2.3055 -0.5056 1.9517
H 2.5866 -0.6006 0.1989
H -3.3854 -0.3044 -1.9684
H -1.9064 -0.8972 -2.7288
H -3.0355 -2.0408 -1.9921
H -2.1805 -0.6580 1.5269
H -3.1014 -1.9925 0.8270
H -3.5904 -0.3132 0.5381
H 0.9797 1.5650 1.6471
H -0.9837 -1.5334 -0.5138
H 1.0836 1.6986 -2.2816
H 1.1047 0.1702 -1.7411


Density functional theory data (the ωB97M-V functional and the def2-TZVPD basis) for 2 unconnected molecules or ions with the total composition C4H7ClP in a non-equilibrium geometry.

Values from the calculation:
E_HOMO in eV: -14.98
Total charge: +1
E_tot in Ha: -957.7699

Cartesian coordinates (Å):
C 0.4831 0.4702 -0.3202
C -0.1521 1.5805 0.0207
C -0.7413 2.6680 0.3730
C 1.4133 -1.9432 -0.2594
P 0.9776 -0.6318 0.9533
Cl -3.1835 0.1631 0.2708
H 0.7256 0.1904 -1.4323
H -1.7985 2.6303 0.7408
H -0.0447 3.6036 0.2632
H -4.3616 0.6606 0.0350
H 0.4211 -2.4150 -0.2639
H 2.1008 -2.7270 0.1698
H 1.8429 -1.4676 -1.0940